Entry from OMol25: a molecular structure, C8H16AsCs2F6O4S2 (the ωB97M-V functional and the def2-TZVPD basis).

The calculation puts the HOMO energy at -0.44836 Ha. As for the orbital gap: 0.272 Ha. As for the charge: +1. For the largest force on an atom, the calculation gives 12.958 eV/Å.

```
39
C8H16AsCs2F6O4S2, DFT the ωB97M-V functional and the def2-TZVPD basis
Cs 27.9314 10.9163 -25.1588
Cs 27.5485 13.9144 -27.3082
As 25.4900 12.6141 -25.6780
F 25.5343 11.2655 -24.4191
F 27.1467 12.9290 -25.1643
F 25.5467 13.9486 -26.9150
F 23.8668 12.0819 -26.1833
F 24.8049 13.7881 -24.4739
F 26.2502 11.4388 -26.8640
C 24.9117 13.3755 -21.4558
C 23.8729 13.5087 -20.4662
C 22.5300 13.6899 -21.0656
S 22.8042 14.5172 -22.7232
O 22.4593 15.9272 -22.7335
O 22.5715 13.6124 -23.8422
C 24.6358 14.4338 -22.5256
H 24.9193 12.3403 -21.7970
H 25.8889 13.5182 -20.9945
H 24.0040 14.4313 -19.9008
H 23.8771 12.7580 -19.6760
H 21.8209 14.0072 -20.3010
H 22.0827 12.7189 -21.2778
H 24.8581 15.2742 -21.8680
H 25.1486 14.4769 -23.4864
C 24.2478 9.2545 -23.4727
C 25.2022 8.1101 -23.4765
C 25.5730 7.4127 -24.8389
S 25.3024 8.8075 -26.0475
O 24.6396 8.3432 -27.2842
O 26.5985 9.4791 -26.1541
C 24.0398 9.6103 -24.9714
H 24.6743 10.0582 -22.8726
H 23.2966 8.9291 -23.0511
H 24.7486 7.3791 -22.8072
H 26.1161 8.3278 -22.9237
H 24.8542 6.6055 -24.9792
H 26.5385 6.9156 -24.9321
H 23.1013 9.0995 -25.1869
H 24.0461 10.6566 -25.2768
```

Calculated atomic charges, method Mulliken, unit e:
1 Cs 0.96
2 Cs 1.08
3 As 2.05
4 F -0.62
5 F -0.63
6 F -0.55
7 F -0.46
8 F -0.41
9 F -0.57
10 C 0.26
11 C -0.83
12 C -0.73
13 S 0.99
14 O -0.66
15 O -0.58
16 C -0.59
17 H -0.43
18 H 0.37
19 H 0.34
20 H 0.37
21 H 0.46
22 H 0.38
23 H 0.46
24 H 0.21
25 C 0.21
26 C -0.93
27 C -0.73
28 S 1.04
29 O -0.66
30 O -0.59
31 C -0.05
32 H -0.46
33 H 0.50
34 H 0.41
35 H 0.34
36 H 0.35
37 H 0.42
38 H 0.58
39 H -0.28



Entry from OMol25: a molecular structure, C35H50O30 (the ωB97M-V functional and the def2-TZVPD basis).

The calculation puts the HOMO energy at -0.31730 Ha. As for the orbital gap: 0.295 Ha. The calculation puts the energy above the lowest of the compared OMol25 structures with the same formula, charge and spin at 3074.71 kJ/mol. For the largest force on an atom, the calculation gives 13.248 eV/Å.

```
115
C35H50O30, DFT the ωB97M-V functional and the def2-TZVPD basis
C -14.0602 4.5628 19.4947
C -14.7649 5.7201 20.1650
O -15.3135 6.4780 19.1273
C -15.4010 5.6716 18.0231
O -15.9654 5.8676 16.9225
O -14.6345 4.5456 18.2148
H -14.2495 3.6487 20.0574
H -12.9999 4.8150 19.4815
H -14.2747 6.2960 20.9499
H -15.5503 5.2583 20.7633
C -20.3994 6.5037 14.6147
C -19.2751 7.5689 14.8544
O -18.7022 7.7984 13.6690
C -19.3840 7.1573 12.6867
O -19.2088 7.2951 11.4645
O -20.2019 6.1709 13.2676
H -21.4301 6.7740 14.8442
H -20.0742 5.5839 15.1007
H -18.5161 7.1854 15.5362
H -19.7447 8.4317 15.3269
C -14.6098 4.2266 10.1286
C -13.1541 4.0838 9.6376
O -13.0620 5.1230 8.7497
C -14.2103 5.8400 8.6460
O -14.3618 6.6782 7.8229
O -15.0896 5.3359 9.3273
H -14.7634 4.4441 11.1856
H -15.1819 3.3212 9.9261
H -13.0175 3.1195 9.1483
H -12.3436 4.0821 10.3665
C -19.9264 3.1330 15.0850
C -20.7468 3.1385 13.9417
O -19.9591 3.6703 12.9003
C -18.9097 4.0972 13.3620
O -18.1833 4.9264 12.7618
O -18.7167 3.7623 14.6378
H -19.7272 2.0980 15.3629
H -20.4018 3.8017 15.8026
H -21.6880 3.6494 14.1445
H -20.8413 2.0832 13.6858
C -12.1117 6.6667 12.1147
C -12.8840 6.7213 10.8721
O -13.0875 8.1640 10.8207
C -12.1296 8.7904 11.4401
O -11.8356 9.9922 11.3398
O -11.4120 7.9153 12.1138
H -11.3969 5.8464 12.0486
H -12.6665 6.6481 13.0528
H -13.7309 6.0528 11.0269
H -12.3081 6.5797 9.9575
C -15.8224 2.4718 13.8824
C -15.1799 2.0763 12.5430
C -15.5180 0.6590 12.0220
O -15.9592 0.7781 10.6563
C -16.4560 2.0298 10.5403
O -17.2934 2.4346 9.7656
O -16.0430 2.7578 11.5983
H -16.6433 1.7912 14.1084
H -16.1725 3.5004 13.7957
H -15.0923 2.3787 14.6864
H -14.1677 2.3970 12.2965
H -16.2262 0.1244 12.6551
H -14.7004 -0.0593 12.0823
C -16.1800 7.1407 15.5478
C -15.7150 5.8180 14.8588
C -16.7776 5.4168 13.8415
O -15.8819 4.9684 12.8953
C -14.6230 5.4772 13.1288
O -13.9071 5.5684 12.2071
O -14.5269 5.9891 14.2731
H -15.4625 7.6934 16.1542
H -17.1128 7.1465 16.1118
H -16.5353 7.8084 14.7629
H -15.5147 5.0973 15.6517
H -17.3351 6.2775 13.4721
H -17.3634 4.6008 14.2647
C -16.9443 9.7766 11.6844
C -16.3020 8.8373 12.7184
C -15.1424 7.9228 12.1129
O -14.2400 8.1944 13.2022
C -14.5156 9.2377 13.9456
O -13.8066 9.7627 14.7685
O -15.8372 9.6213 13.7419
H -16.2742 10.5385 11.2862
H -17.8016 10.2467 12.1661
H -17.1999 9.2219 10.7815
H -17.0783 8.1266 13.0019
H -14.6248 7.9753 11.1551
H -15.5546 6.9264 11.9543
C -16.3244 9.0955 17.0722
C -15.2263 10.0406 16.6246
C -15.6892 11.2351 15.8117
O -15.4470 12.2704 16.7169
C -14.7012 11.8973 17.7308
O -14.3653 12.6304 18.6943
O -14.4661 10.6118 17.6625
H -16.9133 9.6245 17.8215
H -15.9131 8.2983 17.6914
H -17.0357 8.7520 16.3211
H -14.5579 9.5420 15.9226
H -16.7055 11.2232 15.4179
H -15.1096 11.3039 14.8911
C -17.2945 8.2050 18.3399
C -18.0812 7.5924 19.5495
C -18.9999 6.4478 18.9701
O -18.6892 5.4136 19.8410
C -17.6082 5.6303 20.6022
O -17.0882 4.7608 21.2544
O -17.2063 6.8618 20.4396
H -16.7711 7.5748 17.6209
H -16.6112 8.9265 18.7878
H -17.8921 8.8950 17.7442
H -18.7954 8.3106 19.9524
H -18.7946 6.2003 17.9286
H -19.9716 6.8972 19.1747
```

Results of the Mulliken charge analysis, in e, for atoms 1 through 99:
1 C -0.56
2 C -0.26
3 O -0.19
4 C 0.03
5 O -0.11
6 O -0.41
7 H 0.35
8 H 0.28
9 H 0.54
10 H 0.05
11 C 0.39
12 C -0.01
13 O -0.25
14 C 0.73
15 O -0.55
16 O -0.34
17 H 0.28
18 H -0.53
19 H -0.83
20 H 0.81
21 C 0.68
22 C -0.10
23 O -0.43
24 C 0.65
25 O -0.62
26 O -0.40
27 H -0.38
28 H 0.07
29 H 0.50
30 H 0.11
31 C -0.52
32 C -0.50
33 O -0.27
34 C 0.40
35 O -0.43
36 O -0.33
37 H 0.48
38 H 0.19
39 H 0.27
40 H 0.42
41 C 0.04
42 C 0.15
43 O -0.52
44 C 0.67
45 O -0.69
46 O -0.45
47 H 0.60
48 H -0.24
49 H -0.49
50 H 0.75
51 C -1.15
52 C 0.35
53 C -0.79
54 O -0.37
55 C 0.84
56 O -0.56
57 O 0.40
58 H 0.51
59 H 0.26
60 H 0.40
61 H 0.28
62 H 0.30
63 H 0.40
64 C -2.01
65 C 0.36
66 C 0.23
67 O -0.92
68 C -1.13
69 O -0.51
70 O -0.45
71 H 1.69
72 H -0.32
73 H 1.27
74 H 0.28
75 H 0.09
76 H 0.37
77 C -2.32
78 C 1.30
79 C -0.50
80 O 0.13
81 C 0.15
82 O -0.54
83 O -0.47
84 H 0.51
85 H 0.38
86 H 0.35
87 H -0.34
88 H 1.62
89 H 0.05
90 C -0.19
91 C 1.11
92 C -0.43
93 O -0.43
94 C 0.31
95 O -0.67
96 O -0.57
97 H 0.81
98 H 0.51
99 H -0.52